#1
{"formula": "C5H11NS2", "method": "ωB97M-V/def2-TZVPD", "elements": ["S", "S", "N", "C", "C", "C", "C", "C", "H", "H", "H", "H", "H", "H", "H", "H", "H", "H", "H"], "coordinates": [[1.69, -1.10, -0.35], [0.71, 1.82, 0.02], [-1.98, -0.01, 0.03], [0.47, 0.23, -0.33], [-0.87, -0.56, -0.69], [-3.31, 0.04, -0.54], [-2.04, -0.60, 1.38], [3.16, -0.28, 0.52], [-1.11, -0.29, -1.70], [-2.93, -0.18, 1.97], [-3.91, 1.03, 0.04], [-0.71, -1.66, -0.53], [-4.03, -1.07, -0.23], [3.63, 0.50, -0.15], [-1.14, -0.49, 2.00], [3.87, -1.14, 0.60], [2.81, 0.21, 1.39], [-3.22, 0.22, -1.76], [-2.29, -1.62, 1.36]], "lowdin_charge": [0.81, 0.65, -0.34, -1.04, -0.33, -0.16, -0.11, -0.37, 0.10, 0.10, 0.14, 0.09, 0.14, 0.05, 0.09, 0.03, -0.01, 0.12, 0.05], "molar_mass_g_mol": 149.28, "total_charge": 0, "homo_ha": -0.317, "orbital_gap_ev": 8.505}

---

#2
{"formula": "C5H11NS2", "method": "ωB97M-V/def2-TZVPD", "elements": ["S", "S", "N", "C", "C", "C", "C", "C", "H", "H", "H", "H", "H", "H", "H", "H", "H", "H", "H"], "coordinates": [[1.48, -0.71, 0.65], [1.35, 0.91, 3.23], [-0.12, -0.20, 0.49], [1.97, -0.20, 2.17], [-0.91, -0.45, -2.07], [-0.58, 0.38, -0.74], [0.46, 1.40, -1.13], [-1.01, -0.83, 1.49], [-1.32, 0.22, -2.84], [3.41, -1.03, 1.94], [-1.49, -1.20, -1.65], [-1.99, -0.32, 1.52], [-0.43, -1.08, 2.42], [-1.32, -1.81, 1.12], [-0.11, -0.98, -2.51], [-1.58, 0.93, -0.60], [0.10, 2.34, -0.67], [1.38, 1.04, -0.59], [0.72, 1.56, -2.21]], "lowdin_charge": [0.86, 0.57, -0.48, -1.11, -0.05, -0.47, -0.11, -0.13, 0.09, 0.17, 0.04, 0.09, 0.06, 0.06, 0.05, 0.15, 0.09, 0.01, 0.09], "molar_mass_g_mol": 149.28, "total_charge": 0, "homo_ha": -0.313, "orbital_gap_ev": 8.242}

---

Among the structures shown above, #1 is the most stable, with the second-best lying 37.7 kcal/mol higher.